Record 1
{
  "formula": "C15H18O",
  "method": "the ωB97M-V functional and the def2-TZVPD basis",
  "energy_ha": -657.59334,
  "e_homo_ev": -8.46,
  "smiles": "CCc1ccc(O)cc1.Cc1ccccc1",
  "de_lowest_kj_mol": 62.3,
  "spin_multiplicity": 1,
  "orbital_gap_ev": 9.3,
  "symbols": ["C", "C", "C", "C", "C", "C", "C", "C", "O", "H", "H", "H", "H", "H", "H", "H", "H", "H", "H", "C", "C", "C", "C", "C", "C", "C", "H", "H", "H", "H", "H", "H", "H", "H"],
  "xyz": [[2.658, -0.203, -0.845], [2.007, 0.015, -2.212], [2.126, -1.249, 0.099], [2.802, -1.463, 1.289], [1.034, -2.060, -0.172], [2.456, -2.485, 2.168], [0.606, -3.014, 0.741], [1.328, -3.245, 1.894], [0.857, -4.221, 2.738], [3.708, -0.397, -1.028], [2.760, 0.753, -0.337], [1.404, -0.806, -2.613], [3.573, -0.781, 1.633], [0.454, -1.939, -1.077], [3.080, -2.625, 3.042], [-0.270, -3.619, 0.570], [1.570, -4.743, 3.138], [2.719, 0.087, -3.042], [1.475, 0.953, -2.289], [-4.009, 3.498, 0.300], [-0.617, 2.093, -0.627], [-0.934, 0.775, -0.884], [-1.639, 2.942, -0.194], [-2.951, 2.497, -0.046], [-2.217, 0.292, -0.668], [-3.212, 1.141, -0.198], [0.408, 2.462, -0.638], [-0.224, 0.034, -1.215], [-1.387, 3.979, -0.036], [-2.378, -0.771, -0.734], [-3.727, 4.530, 0.122], [-4.287, 3.508, 1.350], [-4.216, 0.785, -0.037], [-4.957, 3.278, -0.191]],
  "lowdin_charge": [-0.20, -0.11, -0.23, -0.05, -0.04, -0.02, -0.01, -0.33, 0.03, 0.11, 0.11, 0.07, 0.12, 0.09, 0.11, 0.12, 0.11, 0.07, 0.05, -0.06, -0.07, -0.10, -0.05, -0.28, -0.07, -0.05, 0.10, 0.05, 0.10, 0.10, 0.07, 0.08, 0.11, 0.08]
}

Record 2
{
  "formula": "C15H18O",
  "method": "the ωB97M-V functional and the def2-TZVPD basis",
  "energy_ha": -657.60838,
  "e_homo_ev": -8.52,
  "smiles": "CCc1ccc(O)cc1.Cc1ccccc1",
  "de_lowest_kj_mol": 22.8,
  "spin_multiplicity": 1,
  "orbital_gap_ev": 9.3,
  "symbols": ["C", "C", "C", "C", "C", "C", "C", "C", "O", "H", "H", "H", "H", "H", "H", "H", "H", "H", "H", "C", "C", "C", "C", "C", "C", "C", "H", "H", "H", "H", "H", "H", "H", "H"],
  "xyz": [[2.325, -1.781, -1.712], [2.373, -0.490, -2.537], [0.942, -2.123, -1.194], [-0.225, -1.695, -1.815], [0.807, -2.963, -0.084], [-1.473, -1.998, -1.285], [-0.423, -3.293, 0.440], [-1.583, -2.815, -0.177], [-2.776, -3.038, 0.477], [2.657, -2.618, -2.318], [2.973, -1.591, -0.863], [1.825, 0.290, -2.008], [-0.114, -1.217, -2.776], [1.698, -3.365, 0.390], [-2.354, -1.652, -1.811], [-0.539, -3.955, 1.299], [-3.393, -2.335, 0.251], [1.973, -0.606, -3.543], [3.411, -0.172, -2.642], [0.953, 4.055, 0.954], [-0.126, 1.812, 0.574], [-0.034, 2.976, 1.325], [-1.080, 0.843, 0.866], [-1.934, 1.042, 1.943], [-0.942, 3.176, 2.360], [-1.893, 2.218, 2.681], [0.503, 1.668, -0.298], [-1.000, -0.104, 0.339], [1.165, 4.702, 1.804], [0.522, 4.688, 0.174], [-2.653, 0.255, 2.136], [-0.945, 4.110, 2.898], [-2.545, 2.319, 3.533], [1.904, 3.658, 0.617]],
  "lowdin_charge": [-0.20, -0.11, -0.24, -0.05, -0.04, -0.05, -0.01, -0.33, 0.04, 0.11, 0.11, 0.06, 0.11, 0.12, 0.12, 0.12, 0.10, 0.07, 0.07, -0.06, -0.05, -0.28, -0.07, -0.09, -0.06, -0.09, 0.10, 0.08, 0.07, 0.08, 0.10, 0.11, 0.10, 0.07]
}

Record 3
{
  "formula": "C15H18O2",
  "method": "the ωB97M-V functional and the def2-TZVPD basis",
  "energy_ha": -732.70294,
  "e_homo_ev": -8.36,
  "smiles": "CCc1ccc(O)cc1.Cc1ccc(O)cc1",
  "de_lowest_kj_mol": 429.0,
  "spin_multiplicity": 1,
  "orbital_gap_ev": 9.0,
  "symbols": ["C", "C", "C", "C", "C", "C", "C", "O", "H", "H", "H", "H", "H", "H", "H", "H", "C", "C", "C", "C", "C", "C", "C", "C", "O", "H", "H", "H", "H", "H", "H", "H", "H", "H", "H"],
  "xyz": [[-1.166, -1.619, -1.689], [2.253, -0.254, -1.720], [2.077, 0.948, -2.362], [1.211, -1.103, -1.663], [-0.107, -0.637, -2.083], [0.840, 1.306, -2.908], [-0.335, 0.626, -2.683], [3.199, 1.610, -2.649], [3.132, -0.772, -1.249], [1.361, -2.224, -1.431], [0.937, 2.102, -3.603], [3.580, 2.225, -2.039], [-2.139, -1.316, -1.477], [-0.791, -2.180, -0.793], [-1.170, 1.133, -3.025], [-1.388, -2.312, -2.468], [-1.632, -1.265, 2.599], [-0.803, -2.360, 3.160], [-1.031, 0.072, 2.113], [0.196, 0.567, 2.546], [-1.784, 0.679, 1.142], [0.784, 1.568, 1.738], [-1.153, 1.738, 0.433], [0.104, 2.241, 0.661], [0.804, 3.077, -0.089], [-2.097, -1.841, 1.609], [-2.706, -1.250, 2.903], [-0.537, -3.025, 2.392], [0.744, 0.148, 3.417], [-2.647, 0.207, 0.779], [1.761, 2.065, 1.716], [-1.797, 2.161, -0.298], [1.364, 2.775, -0.832], [-1.286, -2.972, 4.034], [0.225, -2.121, 3.819]],
  "lowdin_charge": [-0.07, -0.04, -0.38, -0.05, -0.22, -0.04, -0.02, 0.05, 0.14, 0.15, 0.11, 0.10, 0.05, 0.08, 0.10, 0.07, -0.24, -0.16, -0.25, -0.03, -0.05, 0.01, -0.02, -0.36, 0.03, 0.14, 0.11, 0.03, 0.11, 0.09, 0.11, 0.10, 0.10, 0.10, 0.12]
}